Below is a 14-piece molecular cluster, C76H186N14O14 overall in a non-equilibrium geometry, with properties calculated with the ωB97M-V functional and the def2-TZVPD basis.

Results
* energy relative to the best compared isomer or geometry (same formula, charge and spin): 231.9 kJ/mol
* total charge: 0

```
290
Properties=species:S:1:pos:R:3:forces:R:3:lowdin_charge:R:1
C -3.237327 5.043203 -3.679680 0.6179 0.1945 0.9790 -0.059
C -4.198881 5.133174 -2.517844 -1.7614 -0.0529 -0.8018 -0.477
C -4.084265 3.873295 -1.683380 -1.1238 -0.2133 0.2091 -0.194
O -4.995539 3.860819 -0.586232 -0.4965 -0.4197 0.2047 -0.233
C -6.293464 3.340371 -0.883732 0.4263 0.4121 -0.3680 -0.088
N -3.956338 6.340375 -1.781602 1.0329 0.4960 -0.9174 0.047
H -3.505904 5.857643 -4.345225 0.5844 0.0342 -0.2699 0.076
H -3.329172 4.078213 -4.166003 0.1458 -0.1091 -0.2749 0.061
H -2.207753 5.145838 -3.212024 -0.8933 -0.0011 -0.9798 0.099
H -5.281519 5.252119 -2.928041 1.5426 -0.5500 0.5567 0.166
H -3.119945 3.844852 -1.193669 0.4673 -0.2279 -0.2817 0.101
H -4.317063 2.987975 -2.302247 0.5706 0.0915 0.1440 0.107
H -6.248300 2.570484 -1.702833 -0.1829 0.9051 0.4694 0.098
H -6.961761 4.202261 -1.077107 0.0288 -0.6705 -0.4067 0.093
H -6.662685 2.830461 -0.002184 -0.0518 -0.0513 0.2609 0.056
H -4.685313 6.447070 -1.123055 -0.3749 0.2869 1.1225 0.049
H -3.015590 6.323226 -1.363864 -0.9746 -0.1247 0.0671 0.046
C -3.570673 6.090273 1.948126 -0.1266 -1.0371 -0.5422 -0.055
C -2.515615 6.768122 1.112331 0.9810 0.5071 -0.0053 -0.371
C -1.433703 7.626046 1.867725 -0.5782 -0.7173 -1.1352 -0.173
O -0.689330 8.225432 0.811600 0.0345 0.4287 0.1136 -0.232
C 0.071208 9.286756 1.371920 -1.4537 0.6875 -1.0759 -0.100
N -1.849268 5.713441 0.230963 -1.0830 0.7851 1.7954 0.075
H -4.219934 5.564187 1.202516 0.4349 0.0195 0.8279 0.076
H -4.207563 6.758472 2.501013 -0.0873 0.5083 0.2359 0.073
H -3.120939 5.379161 2.669824 -0.2930 0.1816 -0.4237 0.066
H -3.018500 7.529215 0.480615 0.2930 -0.5954 -0.0589 0.133
H -0.730692 7.003023 2.434300 -0.2625 -0.1045 0.3661 0.126
H -1.797257 8.466109 2.481240 -0.4879 -0.6284 0.0961 0.128
H 0.535583 8.872099 2.225169 1.1563 0.2161 1.0224 0.073
H -0.526145 10.200299 1.603407 -0.1645 -0.8286 0.3385 0.106
H 0.687898 9.644615 0.587566 1.2991 -0.0385 -0.4621 0.080
H -1.576992 4.935579 0.842330 -0.1628 0.3105 -0.3279 0.046
H -1.005838 6.119115 -0.103298 0.9348 0.3136 -0.4636 0.030
C 0.864804 2.740517 4.327891 1.8290 0.1842 1.5667 -0.079
C -0.603860 2.470243 4.117167 0.8071 1.6204 0.4938 -0.450
C -1.240583 1.936847 5.362929 0.9076 -0.6066 0.4169 -0.222
O -2.569464 1.647422 5.018492 -0.2213 -0.9395 -0.0227 -0.215
C -3.324984 0.976199 6.003253 -0.9507 1.2935 0.9339 -0.094
N -1.277476 3.734389 3.857396 0.3602 0.8216 -0.4312 0.067
H 1.033016 3.461598 5.151882 -0.4261 0.0635 -0.4232 0.085
H 1.399423 3.156349 3.467577 -0.3554 -0.1098 -0.1168 0.062
H 1.489678 1.889526 4.712220 -0.8294 0.1189 -0.7310 0.090
H -0.661902 1.804249 3.294913 -0.5898 -1.1736 -0.7723 0.106
H -1.244967 2.673354 6.175826 0.2041 0.2399 -0.1353 0.135
H -0.562812 1.105773 5.723997 -1.2873 0.0148 -0.2817 0.143
H -4.233253 0.579856 5.475723 1.0639 0.0939 0.9215 0.067
H -3.664839 1.739457 6.819950 0.4480 -1.2424 -1.1962 0.119
H -2.720183 0.210607 6.509346 -0.3160 -0.0896 -0.2540 0.078
H -1.111688 4.136459 2.937266 0.1427 -0.3058 0.1857 0.047
H -2.262385 3.625870 3.974709 -0.6545 -0.1057 -0.0344 0.041
C 2.199396 -5.423947 2.914266 -0.6538 0.2831 0.3250 -0.034
C 0.758193 -5.077257 2.266794 1.5029 -0.4648 3.3941 -0.362
C 0.304680 -6.131087 1.336101 -0.3143 -1.2136 -0.4209 -0.228
O 0.344343 -7.372016 2.022135 -0.9986 -2.0245 -0.1835 -0.205
C -0.202498 -8.536384 1.277604 0.8567 2.0621 -0.3798 -0.034
N -0.161725 -4.745554 3.413995 -0.0928 -1.0290 -0.4847 0.050
H 2.816736 -6.154777 2.400719 0.0064 0.1071 -0.4780 0.064
H 2.114197 -5.801760 3.939453 -0.5071 -0.2766 -0.2206 0.054
H 2.770756 -4.503863 3.105707 -0.0885 -0.0308 -0.5771 0.066
H 0.954025 -4.201801 1.711545 -0.2400 1.1618 -0.7729 0.087
H 1.029037 -6.178492 0.534067 0.3065 0.0291 -0.4288 0.101
H -0.672447 -5.989004 0.848600 -0.0354 0.3162 0.3922 0.128
H 0.062491 -8.442530 0.222400 -0.1721 0.3236 -0.1786 0.078
H -1.284128 -8.624979 1.359661 0.0054 0.1103 0.1795 0.069
H 0.316557 -9.427490 1.557108 0.1906 -0.4530 0.8828 0.076
H -0.480297 -5.620847 3.931558 0.6785 1.4898 -0.9282 0.047
H 0.370624 -4.169585 4.076568 -0.5302 -0.3053 -0.2439 0.053
C -3.842071 -8.400007 4.715762 -0.2001 2.6127 0.1895 -0.050
C -2.796387 -7.759242 3.801150 0.7993 -2.0134 -0.6569 -0.441
C -3.155847 -6.535672 3.009451 -1.9619 0.5811 -1.1291 -0.160
O -3.827589 -6.953191 1.765129 0.5779 -0.8741 2.0942 -0.199
C -4.179490 -5.829613 1.055777 -0.2162 -0.4818 -2.2146 -0.157
N -1.613390 -7.454867 4.602033 0.9945 0.0631 -0.0743 0.040
H -4.117147 -7.598024 5.462192 0.2635 -0.9288 -0.3598 0.097
H -3.404919 -9.244680 5.223157 -0.1697 -0.4053 0.0633 0.069
H -4.751358 -8.599097 4.175114 -0.2724 -0.5417 -0.1857 0.072
H -2.536951 -8.529928 2.997567 -0.3218 0.7175 0.9399 0.135
H -2.316706 -5.871833 2.731588 -0.0533 -0.5156 0.3298 0.097
H -3.913939 -5.904444 3.530455 0.5583 -0.2074 0.0893 0.133
H -4.652398 -6.168828 0.082006 0.2811 0.5199 1.2101 0.113
H -3.265009 -5.335959 0.804733 0.6995 0.9238 -0.5116 0.059
H -4.790099 -5.123636 1.590112 -0.6648 0.2341 0.3448 0.081
H -1.422092 -8.094070 5.360139 -0.8156 -0.1984 0.4042 0.073
H -0.824775 -7.680839 4.016141 0.5444 0.5174 -0.5195 0.051
C 3.497847 0.580462 -2.541300 0.1097 -0.3641 -1.3800 -0.044
C 4.061917 1.121338 -3.832639 0.1303 -0.2422 -1.5599 -0.410
C 2.951586 1.945370 -4.528332 -0.1553 0.7842 1.3778 -0.213
O 1.912399 1.154039 -5.029785 1.1581 -1.5621 0.5846 -0.196
C 0.880800 1.820401 -5.648257 0.2306 2.3004 0.6238 -0.118
N 5.336190 1.887785 -3.685562 -0.6724 -0.5966 -1.9344 0.050
H 4.190800 -0.079882 -2.134415 1.3715 -1.1161 1.0848 0.036
H 2.628150 -0.029675 -2.738468 -0.4091 0.0553 -0.1551 0.073
H 3.260335 1.337502 -1.839247 -0.2275 0.9226 0.6595 0.050
H 4.376180 0.299466 -4.540696 -0.7504 0.5132 0.7384 0.134
H 3.387915 2.565747 -5.311470 -0.0164 0.2008 -0.2777 0.114
H 2.554664 2.622472 -3.697118 0.2432 -0.2749 -0.9879 0.133
H 0.213151 1.144086 -6.108695 -0.3273 -0.9276 -0.8820 0.067
H 1.328776 2.577700 -6.336287 -0.7447 -0.4050 0.0501 0.102
H 0.250883 2.334380 -4.897074 0.2346 0.2486 -0.1478 0.091
H 5.171046 2.683270 -3.098618 0.0793 0.7073 0.1910 0.042
H 5.558357 2.204298 -4.680901 -0.1495 -0.1633 2.0260 0.103
C -5.690564 0.218451 0.812408 1.3666 0.9886 -0.9395 -0.039
C -5.509442 1.184949 1.992529 -1.8095 -0.0539 -0.8044 -0.453
C -5.365025 0.450993 3.287906 0.6331 -0.8797 0.3987 -0.259
O -6.408007 -0.434194 3.654840 -0.5717 0.9656 0.5670 -0.181
C -7.453569 0.299556 4.338797 1.1772 -0.9900 -0.1900 -0.073
N -4.315861 2.013405 1.844024 0.5846 -0.0630 1.4471 0.089
H -6.603440 -0.380974 0.837347 0.2248 0.0355 0.1900 0.086
H -4.765906 -0.393020 0.838236 -0.7112 -0.2204 -0.2133 0.058
H -5.624495 0.778785 -0.172322 -0.2390 -0.6552 1.1277 0.074
H -6.441600 1.797063 2.074943 0.5223 -0.0709 -0.0764 0.133
H -5.252791 1.285302 4.033557 0.2417 -1.0584 -0.1307 0.113
H -4.496065 -0.252174 3.173519 -0.1971 1.0717 0.4858 0.141
H -7.883852 0.970983 3.611265 -0.1252 0.8884 0.2944 0.076
H -7.029401 0.731124 5.288343 -0.6396 0.0186 -0.9928 0.105
H -8.219203 -0.421643 4.559328 -0.2825 -0.3427 0.3735 0.078
H -4.596642 2.920747 1.523107 0.1082 0.4755 -0.6880 0.050
H -3.939141 2.196553 2.808582 -0.1709 -0.3342 -1.1860 0.081
C 7.341964 2.059314 -0.653194 0.4365 0.7985 -0.2504 -0.076
C 7.779404 2.920806 0.525404 1.1134 -1.1581 0.5873 -0.413
C 6.900854 2.682493 1.787181 0.3568 0.7175 0.0341 -0.187
O 5.547391 2.972002 1.405077 0.7313 -0.8814 0.9252 -0.251
C 4.646671 2.433970 2.373685 0.2626 0.7934 -0.4788 -0.092
N 9.224706 2.689167 0.863131 -0.1288 0.2192 -0.2504 0.022
H 7.629835 1.013876 -0.592213 0.1965 -0.1570 0.2379 0.065
H 7.808374 2.504557 -1.567865 -0.6953 -0.5516 0.5019 0.093
H 6.268812 2.109726 -0.640799 -0.6005 -0.0442 -0.7177 0.049
H 7.638955 3.935676 0.187667 0.1073 0.5807 0.2753 0.122
H 7.139484 3.415116 2.630188 0.2289 -1.1209 -0.9403 0.142
H 7.036143 1.605546 2.137923 -0.2959 1.1880 -0.3018 0.137
H 4.870188 1.380244 2.524000 -0.2034 -0.1932 0.1384 0.084
H 3.703587 2.593303 1.894066 -0.9149 -0.3004 0.0658 0.054
H 4.633892 2.974498 3.341121 0.3405 -0.1541 -0.3691 0.100
H 9.870188 3.214277 0.260009 -0.6659 -0.0662 0.3241 0.069
H 9.477560 1.712256 0.689153 -0.3427 0.3248 0.1756 0.063
C 1.688272 -4.270713 8.712595 -1.4115 -1.1156 -0.0418 -0.059
C 0.512462 -4.640220 7.762798 1.3828 1.2585 0.2954 -0.425
C 0.131231 -3.322821 7.114797 0.6924 -0.5278 0.3701 -0.265
O -0.780635 -3.434079 6.113107 -2.2944 -0.4305 -2.1499 -0.217
C -2.207678 -3.460878 6.365779 1.2613 0.4672 -0.4084 -0.044
N 0.950034 -5.598883 6.766690 -0.4608 -0.4281 -1.0330 0.058
H 2.527056 -3.943854 8.172216 1.4036 -0.2461 -0.8797 0.061
H 1.867487 -5.057396 9.434095 0.5369 -0.3914 -0.1705 0.075
H 1.464295 -3.431802 9.310099 -0.8321 1.1638 0.8338 0.053
H -0.284971 -4.935848 8.410697 -0.9305 -0.6890 0.2607 0.121
H 1.017847 -2.970341 6.592022 0.3568 0.3526 0.2185 0.133
H -0.158905 -2.627764 7.895095 -0.1541 0.4262 0.2404 0.125
H -2.414865 -2.542441 6.912851 -0.5671 0.3113 -0.2749 0.071
H -2.504213 -4.260522 7.017472 -0.0296 -0.7870 0.2517 0.070
H -2.734240 -3.564246 5.378462 0.6550 0.3532 1.0276 0.104
H 0.405279 -5.644219 5.873728 0.2811 0.5130 1.3884 0.057
H 0.910232 -6.532783 7.141895 0.1779 -0.2296 0.1143 0.067
C 5.668929 -3.465900 -4.222952 -0.4657 -0.9951 0.3633 -0.048
C 5.966181 -2.067323 -3.724865 -0.5932 -0.1895 0.3238 -0.473
C 6.240004 -2.145071 -2.242966 -1.5838 -1.0862 0.7670 -0.153
O 4.913361 -2.512078 -1.713712 1.0968 0.6873 1.7092 -0.249
C 4.743340 -2.318169 -0.272776 -1.8658 0.4083 -2.0174 -0.063
N 7.139302 -1.552018 -4.343783 1.0513 0.6950 -1.5600 0.035
H 6.461221 -4.195908 -3.993989 0.0846 0.5247 0.0930 0.097
H 5.485090 -3.561989 -5.264639 0.1474 0.4459 -1.3006 0.066
H 4.752846 -3.917148 -3.840336 0.0053 0.4673 0.4322 0.037
H 5.118479 -1.340696 -3.856500 0.2601 -1.0742 0.1536 0.121
H 6.653406 -1.202049 -1.871339 -0.4156 0.0934 0.2788 0.115
H 6.901772 -2.977896 -1.944386 0.1160 0.4434 -0.4316 0.135
H 3.815158 -2.853030 -0.030337 -0.0116 0.3845 -0.1128 0.085
H 4.626548 -1.247354 -0.066686 0.0275 -0.1316 0.0828 0.079
H 5.454537 -2.740825 0.370164 1.7099 -0.6510 0.4537 0.063
H 7.235645 -0.574518 -4.067584 0.1479 -0.1313 -0.2374 0.069
H 7.035074 -1.570163 -5.375383 0.1853 0.0726 0.9343 0.093
C 4.672565 6.337411 1.517601 0.2750 -0.6441 2.0502 -0.026
C 4.099132 7.348644 0.529361 0.7191 0.1190 -0.8359 -0.536
C 5.085126 7.690049 -0.632161 -0.9889 -2.3831 0.1642 -0.114
C 5.205304 6.510657 -1.604623 0.1704 0.4544 -1.1432 -0.175
C 3.800257 6.216812 -2.148596 0.3062 -0.8393 -0.3776 -0.139
C 2.730906 5.858502 -1.097348 2.3515 -1.1697 0.7853 -0.507
N 2.853327 6.884241 -0.066882 -1.4380 0.1578 0.0621 -0.064
O 1.945266 6.582879 1.004934 -0.2838 -0.2672 -0.0234 -0.046
C 1.377937 5.909889 -1.707025 -1.4019 0.0723 0.4060 -0.038
C 2.989362 4.374385 -0.584709 2.0627 0.3521 0.8150 -0.016
C 3.772474 8.610075 1.230088 0.4017 2.2510 1.6447 -0.063
H 3.834335 6.038633 2.170652 0.1571 0.0018 -0.2857 0.084
H 5.486033 6.559325 2.317599 -1.0255 0.4615 -1.8526 0.123
H 4.968253 5.436855 1.011322 0.3489 -0.3648 -0.1475 0.031
H 4.694487 8.469405 -1.262598 0.0659 0.9267 0.2824 0.115
H 6.044721 7.831805 -0.198054 0.8006 0.8774 0.3237 0.111
H 5.625104 5.601987 -1.173871 0.2014 0.0811 0.1905 0.089
H 5.906751 6.862861 -2.444681 -1.0165 -0.7672 0.9849 0.135
H 3.810944 5.434842 -2.936437 0.0173 0.2252 0.4592 0.121
H 3.444885 7.101275 -2.625726 -0.2857 0.8953 -0.5720 0.105
H 0.991457 6.929675 -1.954634 0.1758 -0.7339 0.7486 0.120
H 1.432934 5.415410 -2.632485 0.1645 -0.7501 -1.5414 0.062
H 0.708330 5.227897 -1.135908 -0.0900 1.0800 -0.1103 0.072
H 4.094360 4.214972 -0.282539 -1.5963 0.3721 -0.6385 0.078
H 2.455748 4.151585 0.352572 -0.2193 0.1454 -0.5040 0.072
H 2.808439 3.598369 -1.341686 -0.3434 0.3653 0.0499 0.058
H 4.712180 9.032739 1.637199 -0.3061 -0.3726 0.2240 0.096
H 3.044402 8.520685 2.059535 0.5158 -0.2464 -0.3932 0.085
H 3.431275 9.453650 0.623432 -0.2889 -0.4789 -0.5370 0.084
H 1.091387 7.004078 0.794588 0.4450 0.1435 -0.2657 0.065
C 1.643597 -2.159240 -5.233622 -1.4257 -0.8060 0.8652 -0.008
C 1.039703 -3.449532 -4.587956 -0.2268 0.9753 -0.5598 -0.507
C 0.667476 -4.319219 -5.767615 0.9733 -2.2586 0.7145 -0.130
C 0.346785 -5.772906 -5.314186 -0.5229 0.0173 -0.0486 -0.171
C 1.541801 -6.326870 -4.540275 -1.2339 -1.3954 -0.2690 -0.152
C 1.857770 -5.536493 -3.313057 -0.9048 1.7203 -0.4240 -0.528
N 2.049690 -4.136283 -3.795679 0.4142 0.0995 0.9272 -0.053
O 2.170512 -3.349940 -2.600765 1.2202 0.3422 -0.0403 -0.050
C 0.756623 -5.667907 -2.258338 0.2072 -1.0986 -0.1777 -0.023
C 3.156108 -5.989145 -2.699314 0.7247 1.1248 0.8421 -0.021
C -0.226319 -3.032252 -3.819077 -0.8087 -0.8731 -0.7229 -0.013
H 1.882870 -1.390546 -4.532744 -0.0837 0.5637 0.5246 0.054
H 0.881558 -1.843694 -5.928077 -0.4496 0.6688 -0.0747 0.078
H 2.474377 -2.310225 -5.852796 1.5612 -0.7620 -0.6488 0.062
H -0.184140 -3.952275 -6.307477 -0.1235 0.5910 -0.4836 0.113
H 1.605426 -4.435385 -6.385643 -1.1294 0.3541 0.1200 0.140
H 0.156180 -6.338165 -6.223653 0.3012 -0.3233 -0.1540 0.101
H -0.605325 -5.943634 -4.754391 0.6352 0.7164 -0.0969 0.114
H 2.379632 -6.281558 -5.206771 0.7512 -0.2562 -0.3562 0.114
H 1.343631 -7.388527 -4.232744 0.3299 0.7464 -0.3924 0.138
H 1.090072 -5.251482 -1.339012 -0.0053 0.8320 0.6325 0.050
H -0.261002 -5.403406 -2.490711 -0.0567 0.6523 -0.3339 0.070
H 0.668621 -6.719651 -2.043211 0.0959 -0.8169 0.1426 0.077
H 3.346106 -5.482031 -1.727422 -0.5188 -0.6452 -0.2241 0.095
H 3.089586 -7.054382 -2.605060 0.4013 -0.6511 0.3422 0.083
H 4.053710 -5.668755 -3.236132 -0.3506 -0.4917 -0.5963 0.074
H -0.811548 -2.411134 -4.490207 0.0717 0.6456 0.0693 0.057
H -0.042725 -2.543758 -2.873892 0.0673 0.1418 0.0626 0.057
H -0.938700 -3.868467 -3.684316 0.5773 0.1184 0.2932 0.073
H 3.132864 -3.166410 -2.566855 -0.4929 0.1730 0.1950 0.071
C -6.372621 -1.761700 -3.142041 0.5847 -0.3876 -0.1448 -0.017
C -4.895622 -2.228110 -3.093721 -0.0547 0.3580 -2.1199 -0.491
C -4.739745 -3.156161 -4.388755 0.0983 0.3063 0.4839 -0.102
C -4.825925 -2.257992 -5.622482 1.7011 -0.5977 0.2665 -0.185
C -3.714309 -1.230954 -5.606333 1.5988 -1.0335 -0.0370 -0.143
C -3.757290 -0.302978 -4.421471 -1.4316 0.1116 1.7049 -0.523
N -3.869479 -1.127225 -3.166425 -0.4835 0.2309 -0.8009 -0.039
O -4.124087 -0.180553 -2.096114 1.1562 -1.1680 0.2527 -0.082
C -2.547237 0.565200 -4.264685 0.6801 0.3166 -1.2805 -0.044
C -4.900405 0.713604 -4.591840 -1.1583 -1.1353 -1.0722 -0.030
C -4.583999 -2.914462 -1.823664 -0.6579 0.3806 1.3183 -0.045
H -6.592275 -1.165699 -2.271132 -0.2170 0.3960 0.1853 0.075
H -7.023646 -2.645620 -3.155344 0.1134 0.1819 0.1404 0.092
H -6.538947 -1.217598 -4.071629 -0.3435 0.0413 0.5612 0.048
H -3.844595 -3.813732 -4.408482 -0.0547 0.7903 0.2006 0.118
H -5.560206 -3.877262 -4.423067 -0.1943 0.1349 0.3185 0.108
H -5.720343 -1.699911 -5.611627 -1.2865 0.1907 -0.3410 0.071
H -4.722267 -2.798210 -6.563140 -0.3328 -0.2583 0.0622 0.118
H -3.775076 -0.703920 -6.537120 0.0464 0.8250 -0.4711 0.115
H -2.713577 -1.747547 -5.647271 -0.7756 0.3172 0.2096 0.125
H -2.613456 1.152803 -5.210968 0.9534 -0.1208 0.6007 0.093
H -2.647784 1.277145 -3.429887 0.1545 -0.4707 -0.2065 0.080
H -1.628609 -0.050861 -4.220058 -0.2611 0.5342 0.1114 0.086
H -5.222212 1.193970 -3.706202 0.2071 0.5708 1.1334 0.052
H -4.594434 1.443050 -5.321673 0.0282 0.4501 -0.2564 0.079
H -5.836546 0.271078 -4.968017 0.4178 0.0572 -0.1739 0.073
H -4.758458 -2.188706 -0.983916 0.1641 -0.8069 -0.5869 0.092
H -3.552478 -3.209683 -1.823413 0.5374 -0.3752 0.1423 0.072
H -5.251143 -3.755546 -1.700330 -0.0686 -0.4346 0.2425 0.085
H -3.343668 -0.384878 -1.513367 -0.9862 0.7613 -0.3528 0.080
C -0.932335 -2.062930 -0.174155 -1.3981 -0.6766 0.7739 -0.003
C -0.903315 -1.083803 1.049708 -0.0719 -1.3298 0.1423 -0.492
C 0.394860 -1.199680 1.915767 -0.9178 -0.1697 -1.3025 -0.089
C 1.576295 -0.586382 1.187732 0.0553 -1.4081 -1.3491 -0.175
C 1.310564 0.844602 0.847374 -0.0605 1.0346 0.1334 -0.138
C 0.013108 1.047360 0.051973 -0.6229 0.2300 -0.1212 -0.423
N -1.084189 0.278247 0.697456 1.1743 2.5989 0.6953 -0.085
O -2.251225 0.471404 -0.021555 0.6549 -1.0453 -2.3693 -0.030
C -0.344874 2.591952 -0.076103 -0.0144 -0.6535 0.5302 0.001
C 0.203932 0.621208 -1.423709 0.8235 0.1204 0.6235 -0.012
C -2.086484 -1.479120 1.919821 0.7328 0.4566 0.4788 -0.025
H -1.645671 -1.756315 -0.990618 0.5829 -0.0739 0.9442 0.083
H -1.319918 -3.061589 0.231206 0.8470 1.0941 -0.8176 0.102
H 0.033771 -2.136235 -0.617597 0.7340 -0.5649 -0.3283 0.034
H 0.284159 -0.690126 2.851819 -0.4779 0.6161 0.6052 0.108
H 0.423397 -2.248949 2.200023 0.6721 -0.2065 -0.2444 0.094
H 1.691044 -1.028422 0.186383 0.1564 -0.6732 0.3396 0.101
H 2.498019 -0.790025 1.724080 0.2657 0.3680 0.0963 0.109
H 2.078205 1.294408 0.197485 0.1550 -0.2698 0.4018 0.108
H 1.315062 1.383120 1.788588 -0.3112 0.6329 0.1571 0.096
H -0.702740 3.148558 0.834178 0.6526 -0.9613 -0.4860 0.073
H 0.533602 3.085801 -0.514266 -0.1942 -0.0143 0.3730 0.053
H -1.141035 2.692836 -0.807190 -0.1922 -0.0169 -0.0798 0.060
H 0.952372 1.301813 -1.846923 0.0112 -0.4022 -0.1340 0.071
H 0.482707 -0.438984 -1.570799 -0.0479 0.7149 -0.0114 0.077
H -0.710795 0.853895 -1.914604 -0.8148 -0.2214 -0.6272 0.055
H -2.992205 -1.364952 1.374821 -0.8332 -0.1466 -0.4016 0.053
H -2.114434 -0.847508 2.793257 -0.1291 0.4907 0.3853 0.080
H -1.969108 -2.477374 2.281288 0.0075 -0.8858 0.0958 0.068
H -2.858113 0.836131 0.576312 -1.6548 1.3373 1.6858 0.034
```
Forces are in eV/Å.